[1]
Molecular formula: C22H26N2O4S2
Method: DFT, ωB97M-V/def2-TZVPD

The SMILES is CC(=O)c1ccc(S(=O)(=O)N2CCN(C(=O)CSc3ccc(C)c(C)c3)CC2)cc1. Its energy relative to the best compared isomer or geometry (same formula, charge and spin) is 0.0000 eV. For the largest force on an atom, the calculation gives 1.111 eV/Å.

Last column: natural (NBO) charge in e.
Cartesian coordinates (Å):
C -0.954 -4.305 5.900  -0.7191
C -0.090 -3.091 5.682  0.5764
O 0.164 -2.316 6.575  -0.5256
C 0.452 -2.882 4.306  -0.1570
C 0.046 -3.632 3.203  -0.1969
C 0.591 -3.380 1.956  -0.1371
C 1.545 -2.390 1.814  -0.3134
C 1.964 -1.638 2.895  -0.2011
C 1.414 -1.884 4.139  -0.1421
H 1.718 -1.317 5.006  0.2428
H 2.723 -0.887 2.749  0.2402
S 2.201 -2.041 0.186  2.3152
O 3.482 -1.411 0.328  -0.9364
O 2.097 -3.226 -0.617  -0.9396
N 1.060 -0.917 -0.334  -0.6803
C 1.526 0.451 -0.431  -0.2334
H 2.183 0.640 0.415  0.2285
C 2.282 0.675 -1.743  -0.2492
N 1.427 0.308 -2.854  -0.4409
C 1.057 1.258 -3.735  0.6842
O 1.525 2.382 -3.707  -0.6360
C 0.039 0.898 -4.802  -0.6236
H 0.376 0.062 -5.415  0.2472
H -0.101 1.771 -5.440  0.2488
S -1.593 0.379 -4.151  0.2400
C -1.835 1.443 -2.749  -0.1722
C -2.557 0.934 -1.678  -0.2507
C -2.746 1.715 -0.554  -0.1919
C -2.218 2.997 -0.469  -0.0192
C -1.512 3.512 -1.560  0.0112
C -1.344 2.737 -2.699  -0.2326
H -0.813 3.155 -3.538  0.2321
C -0.939 4.894 -1.518  -0.6347
H -0.371 5.100 -2.421  0.2263
H -1.732 5.636 -1.425  0.2179
H -0.277 5.007 -0.661  0.2180
C -2.413 3.815 0.770  -0.6315
H -2.991 3.265 1.508  0.2168
H -1.453 4.082 1.210  0.2176
H -2.938 4.741 0.538  0.2189
H -3.308 1.315 0.278  0.2098
H -2.974 -0.061 -1.736  0.2203
C 0.987 -1.066 -2.790  -0.2377
H 0.335 -1.313 -3.624  0.2286
C 0.251 -1.313 -1.466  -0.2415
H 0.031 -2.374 -1.363  0.2317
H -0.677 -0.736 -1.434  0.2241
H 1.870 -1.717 -2.816  0.2085
H 2.560 1.723 -1.862  0.2545
H 3.180 0.049 -1.745  0.2110
H 0.653 1.111 -0.377  0.2159
H 0.304 -3.953 1.089  0.2296
H -0.697 -4.407 3.305  0.2209
H -1.877 -4.209 5.331  0.2326
H -0.436 -5.204 5.576  0.2314
H -1.198 -4.386 6.956  0.2427

---

[2]
Molecular formula: C8H20BeNO9
Method: DFT, ωB97M-V/def2-TZVPD

As for the total charge: -1. Its energy relative to the best compared isomer or geometry (same formula, charge and spin) is 0.0000 eV. For the largest force on an atom, the calculation gives 3.537 eV/Å.

Last column: natural (NBO) charge in e.
Cartesian coordinates (Å):
Be 22.236 8.518 0.589  1.5338
C 22.479 6.210 2.190  0.9175
O 21.788 6.237 1.082  -0.9028
O 22.309 5.240 2.964  -0.8258
O 23.161 7.255 2.462  -0.9520
O 18.989 7.691 -2.146  -0.7270
C 20.044 8.065 -1.345  0.9488
O 19.766 8.173 -0.143  -0.8019
O 21.195 8.248 -1.768  -0.8114
H 18.399 7.578 -1.386  0.4903
C 25.098 9.639 -1.785  -0.6133
C 25.494 8.873 -0.523  -0.0761
C 25.506 9.705 0.762  -0.0626
O 24.201 10.128 1.105  -0.5535
C 24.223 11.138 2.078  -0.2443
N 24.498 7.813 -0.398  -0.8487
H 25.067 8.987 -2.657  0.2149
H 25.781 10.467 -2.000  0.1991
H 24.154 10.182 -1.747  0.2112
H 26.473 8.393 -0.614  0.1745
H 26.159 10.567 0.583  0.1582
H 25.883 9.199 1.655  0.1905
H 24.441 10.722 3.064  0.1801
H 23.206 11.527 2.055  0.1967
H 24.907 11.963 1.859  0.1571
H 24.827 7.171 0.315  0.4031
H 24.360 7.352 -1.287  0.3823
C 21.389 11.964 0.195  -0.2533
O 21.959 10.758 -0.244  -0.7371
H 21.406 11.926 1.286  0.1906
H 22.016 12.849 0.050  0.1595
H 20.373 12.087 -0.179  0.1808
H 22.140 10.830 -1.186  0.4916
C 20.079 9.564 3.259  -0.2447
O 21.409 9.576 2.745  -0.7533
H 19.483 10.194 2.599  0.1758
H 19.550 8.621 3.393  0.1972
H 20.072 10.065 4.231  0.1457
H 21.929 9.145 3.436  0.5084

---

[3]
Molecular formula: C51H73BrClI2N22OS
Method: DFT, ωB97M-V/def2-TZVPD

As for the total charge: +1. Its energy relative to the best compared isomer or geometry (same formula, charge and spin) is 4.4434 eV. For the largest force on an atom, the calculation gives 5.439 eV/Å.

Last column: Löwdin charge in e.
Cartesian coordinates (Å):
C -1.870 0.006 1.092  -0.1565
C -0.473 0.747 0.920  -0.6764
I -0.520 2.928 1.243  0.7960
C 0.768 0.153 0.559  -0.6190
I 2.499 1.516 0.367  0.8317
C 0.876 -1.431 0.327  -0.2151
C 2.289 -1.889 1.006  -0.2963
N 2.356 -1.286 2.398  0.0313
C 3.606 -1.039 2.660  -0.6614
S 5.262 -1.028 2.861  0.7050
C 2.141 -3.492 1.246  -0.1440
C 1.348 -4.202 -0.002  -0.5884
Cl 2.155 -5.850 -0.276  0.6320
C 1.410 -3.284 -1.313  -0.1413
N 0.825 -1.887 -1.106  -0.0563
C 1.525 -1.004 -2.094  -0.1264
C 1.483 -1.630 -3.608  -0.6446
O 0.409 -1.425 -4.236  -0.0160
Br 2.960 -2.639 -4.458  0.7688
H -2.328 0.401 2.078  0.0922
H -2.606 0.282 0.264  0.0343
H -1.810 -1.127 1.205  0.0495
H 0.069 -1.958 0.939  0.1566
H 3.196 -1.609 0.373  0.1314
H 3.196 -3.916 1.315  0.0525
H 1.540 -3.720 2.205  0.1371
H 0.257 -4.378 0.299  0.0639
H 2.511 -3.244 -1.635  0.1258
H 0.742 -3.804 -2.101  0.1502
H -0.170 -1.939 -1.401  0.1927
H 2.647 -0.976 -1.819  0.0580
H 1.073 0.043 -2.202  0.1491
C 1.335 -5.172 -6.563  -0.1216
C 0.910 -6.474 -6.039  -0.2718
N 0.577 -7.496 -5.628  0.1230
H 1.018 -4.354 -5.912  0.0363
H 2.421 -5.109 -6.655  0.0538
H 0.915 -4.979 -7.551  0.0673
C 2.709 -4.461 -10.741  -0.0584
C 2.726 -3.764 -9.453  -0.2564
N 2.740 -3.216 -8.440  0.1359
H 2.916 -3.779 -11.569  0.0877
H 3.459 -5.254 -10.779  0.0874
H 1.738 -4.922 -10.936  0.0861
C 7.954 -4.458 1.451  -0.0504
C 6.542 -4.100 1.600  -0.2454
N 5.431 -3.818 1.718  0.1173
H 8.208 -4.662 0.408  0.0846
H 8.611 -3.656 1.794  0.0882
H 8.205 -5.352 2.027  0.0907
C 3.873 3.704 3.804  -0.0972
C 2.467 4.082 3.969  -0.2664
N 1.360 4.374 4.099  0.1157
H 4.120 3.523 2.755  0.0640
H 4.545 4.485 4.165  0.0832
H 4.110 2.795 4.352  0.0264
C -2.962 0.434 -3.692  -0.0754
C -2.966 1.115 -2.395  -0.2577
N -2.970 1.644 -1.372  0.1432
H -2.747 1.126 -4.511  0.0893
H -2.206 -0.355 -3.730  0.0624
H -3.925 -0.030 -3.905  0.0429
C -2.097 6.356 -0.341  -0.0713
C -1.495 7.687 -0.457  -0.2695
N -1.021 8.732 -0.548  0.1264
H -2.229 5.886 -1.319  0.0901
H -1.478 5.685 0.259  0.0127
H -3.080 6.399 0.132  0.0364
C 3.359 -2.273 6.216  -0.0709
C 3.337 -1.562 7.497  -0.2651
N 3.322 -1.001 8.503  0.1320
H 3.564 -1.596 5.385  0.0316
H 4.127 -3.049 6.199  0.0881
H 2.403 -2.760 6.010  0.0840
C 3.021 -8.856 -1.906  -0.1043
C 4.450 -9.011 -2.189  -0.2727
N 5.574 -9.131 -2.412  0.1150
H 2.408 -9.126 -2.768  0.0661
H 2.704 -9.489 -1.074  0.0743
H 2.775 -7.825 -1.642  -0.0163
C 5.495 0.474 -4.710  -0.0578
C 4.915 0.061 -3.431  -0.2559
N 4.454 -0.271 -2.428  0.1325
H 5.266 1.518 -4.937  0.0894
H 6.584 0.373 -4.708  0.0730
H 5.114 -0.130 -5.538  0.0787
C -5.870 -3.398 -3.145  -0.0562
C -5.545 -2.041 -2.698  -0.2467
N -5.289 -0.979 -2.336  0.1572
H -6.185 -3.412 -4.191  0.0891
H -5.011 -4.068 -3.056  0.0809
H -6.683 -3.831 -2.555  0.0725
C -4.785 8.798 1.581  -0.0868
C -5.185 7.497 1.037  -0.2769
N -5.496 6.474 0.607  0.1277
H -5.265 9.622 1.049  0.0852
H -5.053 8.894 2.635  0.0551
H -3.706 8.950 1.507  0.0534
C 6.877 -4.386 -4.070  -0.0682
C 7.493 -3.065 -4.218  -0.2634
N 7.974 -2.025 -4.335  0.1367
H 6.727 -4.871 -5.037  0.0868
H 7.495 -5.055 -3.466  0.0861
H 5.900 -4.322 -3.585  0.0620
C -1.161 -9.293 -1.236  -0.0677
C -0.155 -10.232 -1.740  -0.2662
N 0.635 -10.969 -2.136  0.1438
H -2.172 -9.602 -1.511  0.0836
H -1.129 -9.217 -0.146  0.0813
H -1.009 -8.288 -1.636  0.0712
C 0.102 2.719 7.245  -0.0789
C 0.095 3.391 8.547  -0.2790
N 0.089 3.919 9.570  0.1251
H 0.310 3.419 6.432  0.0498
H 0.863 1.935 7.201  0.0708
H -0.860 2.248 7.030  0.0796
C -6.659 -1.232 1.127  -0.0642
C -7.063 -2.539 0.601  -0.2772
N -7.379 -3.566 0.187  0.1376
H -7.135 -0.415 0.580  0.0907
H -6.931 -1.121 2.179  0.0874
H -5.578 -1.085 1.054  0.0626
C -8.277 8.757 3.284  -0.0869
C -7.673 10.087 3.166  -0.2921
N -7.198 11.132 3.071  0.1369
H -8.411 8.289 2.307  0.0387
H -7.658 8.086 3.885  0.0800
H -9.260 8.803 3.758  0.0848
C 4.787 2.532 7.736  -0.0464
C 5.406 2.584 6.409  -0.2442
N 5.893 2.624 5.365  0.1327
H 4.038 3.319 7.861  0.0854
H 4.285 1.576 7.908  0.0566
H 5.526 2.659 8.529  0.0905
C -1.145 10.192 3.212  -0.0645
C -2.554 10.562 3.380  -0.2629
N -3.660 10.852 3.513  0.1470
H -0.901 10.008 2.162  0.0633
H -0.478 10.981 3.567  0.0840
H -0.899 9.284 3.767  0.0829
C -9.192 11.135 -0.321  -0.0684
C -9.607 9.817 0.168  -0.2623
N -9.933 8.782 0.552  0.1353
H -9.528 11.934 0.344  0.0857
H -8.105 11.210 -0.397  0.0792
H -9.603 11.342 -1.312  0.0815
C -3.445 -3.310 0.127  -0.0662
C -2.440 -4.254 -0.364  -0.2366
N -1.650 -4.996 -0.752  0.1540
H -4.458 -3.617 -0.151  0.0669
H -3.419 -3.225 1.216  0.0934
H -3.288 -2.308 -0.281  0.0594

---

[4]
Molecular formula: C47H89BrFIN2O18P3
Method: DFT, ωB97M-V/def2-TZVPD

As for the total charge: -1. As for the total energy: -198721.3937 eV. For the largest force on an atom, the calculation gives 9.870 eV/Å.

Last column: Löwdin charge in e.
Cartesian coordinates (Å):
C -2.929 2.100 13.925  -0.1622
C -3.161 1.500 12.382  -0.2694
C -4.465 2.197 11.664  -0.2194
C -3.893 3.126 10.431  -0.2254
C -4.929 3.135 9.130  -0.1992
C -4.256 2.081 8.028  -0.2167
C -3.616 2.953 6.797  -0.2045
C -2.170 3.689 7.178  -0.2135
C -1.660 4.422 5.803  -0.2190
C -0.145 4.023 5.321  -0.1931
C 0.180 2.417 5.292  -0.1272
C -0.011 1.727 3.780  -0.2996
C 0.453 0.163 3.949  -0.1322
O 1.870 0.150 4.340  -0.2632
C 2.264 -1.101 5.003  -0.7042
I 4.469 -0.924 5.308  0.8856
C 2.065 -2.460 4.109  -0.2052
C 0.621 -3.214 4.291  -0.1743
C 0.691 -4.329 5.494  -0.2254
N -0.536 -5.235 5.304  -0.1113
C -1.637 -4.874 6.278  -0.2192
C -2.790 -3.869 5.654  -0.0708
C -3.352 -3.930 4.102  -0.0157
C -4.546 -2.891 3.629  -0.0681
C -5.216 -1.777 4.632  -0.0552
C -4.631 -1.674 6.174  0.0040
C -3.424 -2.714 6.682  -0.1354
O -2.912 -2.596 8.086  -0.1282
C 1.647 -1.216 6.547  -0.0939
C 2.651 -1.986 7.597  -0.2672
O 3.052 -3.257 7.507  -0.0363
F 3.140 -1.223 8.806  -0.0680
N 0.821 2.552 2.830  -0.0255
C 1.306 1.784 1.624  -0.1923
C 0.099 1.193 0.657  -0.5462
O -0.162 -0.098 0.441  -0.1008
Br -1.012 2.612 -0.298  0.6542
C -1.655 1.830 3.492  -0.3787
O -2.240 2.834 2.833  -0.1581
O -2.560 0.725 3.938  -0.2676
H -1.861 1.699 14.256  0.0718
H -3.769 1.742 14.660  0.0711
H -2.857 3.286 13.840  0.0820
H -2.141 1.687 11.818  0.1016
H -3.317 0.336 12.440  0.1012
H -5.038 2.853 12.460  0.1097
H -5.193 1.340 11.327  0.1079
H -2.841 2.732 10.031  0.0962
H -3.751 4.233 10.790  0.1053
H -5.105 4.206 8.684  0.1074
H -5.931 2.629 9.487  0.0967
H -5.166 1.464 7.564  0.0964
H -3.514 1.315 8.514  0.1066
H -4.357 3.820 6.459  0.1210
H -3.443 2.299 5.824  0.1068
H -1.379 2.947 7.629  0.0983
H -2.330 4.530 8.005  0.1040
H -2.489 4.287 4.986  0.1027
H -1.633 5.591 6.042  0.1080
H 0.595 4.495 6.130  0.1105
H 0.071 4.596 4.323  0.1132
H 1.263 2.277 5.722  0.1108
H -0.529 1.767 5.999  0.1240
H 0.345 -0.490 2.970  0.1361
H -0.279 -0.322 4.740  0.1274
H 2.235 -2.256 2.967  0.1265
H 2.900 -3.238 4.438  0.0914
H -0.279 -2.492 4.541  0.1090
H 0.328 -3.813 3.303  0.1256
H 0.687 -3.835 6.556  0.0926
H 1.711 -4.923 5.404  0.1277
H -0.182 -6.186 5.569  0.0965
H -2.206 -5.895 6.523  0.1291
H -1.244 -4.488 7.328  0.1173
H -2.897 -4.721 3.346  0.0868
H -4.936 -2.972 2.515  0.0798
H -6.081 -1.034 4.337  0.0883
H -5.121 -0.870 6.898  0.0775
H -2.372 -1.734 8.132  0.1123
H 0.538 -1.611 6.571  0.1277
H 1.585 -0.086 6.927  0.1406
H 1.599 3.041 3.333  0.1223
H 2.135 0.961 1.875  0.1354
H 1.884 2.576 0.942  0.1311
O 0.898 0.366 -6.972  -0.2300
P 1.584 1.282 -5.930  0.7485
O 0.193 1.597 -5.086  -0.2318
C -0.276 0.619 -4.179  -0.3006
C 0.528 0.643 -2.896  -0.1123
O 1.517 2.636 -6.902  -0.2423
C 1.630 2.498 -8.315  -0.3126
C 0.259 2.520 -8.965  -0.0689
O 2.351 2.306 -4.765  -0.2201
C 3.712 2.634 -5.000  -0.3004
C 3.841 3.947 -5.756  -0.0779
H -0.245 -0.372 -4.641  0.1048
H -1.321 0.853 -3.960  0.1227
H 1.556 0.311 -3.075  0.0688
H 0.082 -0.017 -2.145  0.0538
H 0.583 1.657 -2.489  0.0353
H 2.188 1.595 -8.577  0.1023
H 2.217 3.347 -8.685  0.1038
H -0.424 1.795 -8.518  0.0729
H 0.334 2.311 -10.037  0.0701
H -0.205 3.504 -8.837  0.0787
H 4.218 1.820 -5.530  0.1098
H 4.184 2.740 -4.020  0.1146
H 3.764 3.782 -6.833  0.0547
H 4.818 4.406 -5.574  0.0752
H 3.053 4.653 -5.474  0.0916
O 1.851 3.081 -12.720  -0.2286
P 2.380 3.996 -13.851  0.7501
O 2.587 2.764 -14.939  -0.2342
C 1.451 2.276 -15.624  -0.3110
C 1.048 3.217 -16.740  -0.0927
O 3.946 3.998 -13.277  -0.2419
C 4.186 3.930 -11.875  -0.3077
C 4.515 2.509 -11.457  -0.0724
O 2.970 5.019 -15.115  -0.2244
C 3.216 6.376 -14.777  -0.3000
C 4.666 6.589 -14.372  -0.0762
H 0.624 2.123 -14.924  0.1077
H 1.716 1.302 -16.044  0.1195
H 0.679 4.165 -16.335  0.0647
H 0.256 2.776 -17.354  0.0769
H 1.903 3.451 -17.381  0.0819
H 3.337 4.331 -11.313  0.1013
H 5.042 4.578 -11.654  0.1117
H 3.766 1.792 -11.798  0.0738
H 4.599 2.433 -10.369  0.0721
H 5.468 2.197 -11.899  0.0781
H 2.531 6.706 -13.990  0.1118
H 3.007 6.966 -15.673  0.1138
H 4.807 6.370 -13.312  0.0585
H 4.961 7.633 -14.522  0.0772
H 5.342 5.939 -14.936  0.0909
O -1.698 -6.319 0.770  -0.2301
P -0.400 -6.377 -0.073  0.7515
O -1.112 -5.818 -1.460  -0.2359
C -1.341 -4.429 -1.584  -0.3029
C -0.059 -3.699 -1.927  -0.0808
O -0.562 -7.999 -0.426  -0.2450
C -1.154 -8.875 0.529  -0.3116
C -2.614 -9.121 0.195  -0.0764
O 1.050 -6.441 -1.014  -0.2235
C 2.181 -7.045 -0.405  -0.2999
C 2.275 -8.521 -0.757  -0.0786
H -1.780 -4.034 -0.663  0.1113
H -2.069 -4.288 -2.388  0.1198
H 0.647 -3.739 -1.092  0.0671
H -0.259 -2.647 -2.155  0.0684
H 0.434 -4.160 -2.788  0.0812
H -1.030 -8.488 1.544  0.1054
H -0.610 -9.826 0.487  0.1088
H -3.171 -8.192 0.064  0.0728
H -3.098 -9.709 0.981  0.0766
H -2.698 -9.671 -0.749  0.0768
H 2.160 -6.896 0.680  0.1116
H 3.062 -6.530 -0.796  0.1140
H 1.671 -9.120 -0.073  0.0571
H 3.306 -8.877 -0.664  0.0754
H 1.916 -8.717 -1.772  0.0900